[1]
Density functional theory data (ωB97M-V with the def2-TZVPD basis set) for an isolated ion of composition C29H53F13INPS3 and charge -1.

Structure (XYZ):
```
101
Properties=species:S:1:pos:R:3:forces:R:3
S -0.354726 -1.099071 4.306781 1.86 3.94 1.24
C 2.732921 -0.381806 -2.246580 0.25 -0.34 -1.06
H -7.109236 2.766497 -0.422024 0.76 -0.24 -1.15
H 1.629418 5.763899 3.642007 -0.23 -0.85 -1.12
H -1.122607 1.794543 -3.329726 -0.76 -0.99 -1.14
F 0.623714 -1.607574 3.083769 -1.46 -0.02 1.79
P -4.434075 -0.095893 -1.097861 1.19 0.50 1.34
S 2.545598 1.909102 -4.731990 -1.03 -1.24 1.01
H -4.720271 -3.263267 0.702074 1.47 0.73 -0.55
C -4.581829 -2.021527 -1.136096 -1.32 -0.95 0.63
C 1.136022 2.498622 0.849239 0.67 0.22 -0.19
H 0.474761 2.186900 -1.836351 1.40 -0.71 0.39
C 2.112186 3.686465 3.022760 1.23 0.17 -0.51
F 0.951906 -0.308282 4.953310 -1.71 -1.27 -0.87
S 0.004547 0.273788 -4.863708 0.60 0.85 0.47
C -1.899067 -1.874490 3.614871 -3.71 -0.09 1.20
H -0.588042 6.129080 2.620633 0.96 -1.35 -0.22
F -2.648680 -2.331290 4.733861 1.88 0.73 -2.12
H 0.222459 0.655142 0.009213 1.58 0.43 -0.07
F -1.135545 -1.518795 0.815840 -0.59 -2.19 1.31
F -0.271947 -3.598539 0.786107 -1.93 1.43 0.85
C 1.474362 0.921786 -3.921080 -0.37 0.42 -0.06
C 4.139764 0.373558 -2.079057 0.26 -0.83 0.59
H -5.397003 3.105236 -1.014294 -1.46 -0.60 -0.49
H -3.108829 -0.294116 -0.487223 0.20 -0.04 -0.18
H -1.919341 4.577520 3.866559 1.34 -0.44 -0.64
C -0.136451 5.079582 2.496651 -0.82 0.11 -0.14
H 2.280496 2.395129 -1.657271 -0.72 -0.91 0.15
C -3.688953 0.011975 -2.856772 0.89 0.52 -1.30
H -3.873034 1.089788 -3.217599 0.05 -1.55 0.42
C -3.953051 -2.558576 0.217562 -0.27 -0.78 0.32
C 5.033331 -3.015854 -0.883360 -0.85 -0.01 1.01
C -6.237771 0.178630 -1.703833 -0.54 0.55 -2.37
C -0.941821 4.121512 3.492786 -0.08 -0.30 0.21
F -2.948432 -3.860757 2.802714 2.18 1.75 -0.62
H 5.238429 -1.907943 1.023466 1.14 -0.34 -1.15
C -1.729276 -3.138096 2.664960 -0.58 -2.44 0.26
C -2.566822 -3.317927 0.094748 -1.02 -0.21 -1.85
C -6.547253 1.609525 -2.345921 -1.22 0.15 0.35
H -5.941416 1.838149 -3.290915 -0.50 -0.58 1.46
F -0.004322 -2.372781 5.295942 -0.64 1.61 -1.86
H -5.708655 -2.258399 -1.089001 1.61 0.10 -0.01
N 1.561245 0.499246 -2.517161 0.37 0.58 -0.50
F -1.978988 -3.071017 -1.188861 -0.73 -0.41 2.42
H 2.852556 1.801312 2.098653 -0.51 1.39 -0.45
C 6.078762 -5.455333 -0.814875 -0.72 0.90 -0.05
H 5.762311 -6.542995 -0.847435 0.58 1.25 0.35
H -4.945709 -0.024939 0.279738 0.08 -0.49 0.12
H -0.415228 4.757815 1.434465 0.59 0.49 1.41
C -6.459229 2.847702 -1.346090 0.14 0.96 -0.61
C 1.443359 5.104761 2.726402 -0.35 -0.02 0.58
H 3.992660 -0.463374 0.040548 0.70 0.89 -0.90
C 2.442345 2.810263 1.729511 -0.43 -0.76 0.21
C 4.861542 -4.515363 -0.331017 -0.12 -0.41 -1.48
C 1.247388 1.167929 -0.034118 -1.05 0.64 -0.66
C 1.442252 1.629795 -1.562202 -0.88 0.47 0.52
C 4.697849 0.171685 -0.588519 1.00 -0.14 -0.20
C -1.438484 -2.846169 1.130435 1.56 -0.77 -2.40
H -4.208582 -2.505834 -2.088560 -0.07 0.50 1.29
C 5.878556 -2.065803 0.083021 -0.13 0.01 -0.66
H 1.015603 3.377131 0.130294 -0.07 -1.06 0.92
F -2.698151 -0.859047 3.065589 1.90 -2.67 0.75
H 4.867836 -0.138442 -2.800620 -0.95 0.80 1.01
F -0.763720 -4.071221 3.124500 -1.71 2.47 -0.40
H 5.424744 -3.051892 -1.949665 -0.29 0.11 1.32
F -2.762104 -4.737816 0.107068 0.76 2.42 0.46
H 3.273404 3.260462 1.078045 -1.25 -0.41 0.92
C -2.086932 -0.169589 -2.893721 -0.44 0.69 -0.89
H -4.163441 -0.708029 -3.605101 0.59 0.88 0.77
H 4.839083 1.150577 -0.018010 -0.34 -1.14 -0.94
H -7.640719 1.570689 -2.706056 1.50 0.12 0.42
H 4.676674 -4.576542 0.785501 0.36 0.24 -1.28
H -6.848902 3.763643 -1.926140 0.54 -1.21 0.83
H -1.222678 3.149483 2.973449 0.39 1.15 0.72
C 6.120425 -0.608715 -0.572069 -0.68 -0.41 1.48
H 3.928066 -4.939606 -0.850036 1.19 0.63 0.88
I -7.749197 -0.158314 -0.118181 0.50 -0.11 -0.64
H 2.468980 -1.052629 -1.360606 0.46 1.09 -1.05
H 6.860283 -2.584171 0.359526 -1.24 0.79 -0.30
H -3.808643 -1.710943 0.969791 -0.22 -0.73 -1.17
C -1.505185 0.914633 -3.955943 0.46 -0.39 1.92
H 6.582193 -0.719789 -1.600768 -0.50 0.30 1.23
H -1.778402 -1.224473 -3.190488 -0.43 1.39 0.37
H -0.338772 3.842038 4.419573 -0.73 0.45 -1.19
H 4.113640 1.468004 -2.379564 -0.22 -1.49 0.41
H -1.581332 0.082155 -1.910965 -0.83 -0.47 -0.96
H 3.121312 3.906261 3.530956 -1.41 -0.34 -0.63
H 1.536370 3.029649 3.747821 0.44 1.01 -0.92
H 1.978106 5.624059 1.858664 -0.74 -0.81 1.05
H 6.309369 -5.149647 -1.893418 -0.07 -0.46 1.51
F -1.289790 -0.381868 5.512108 1.46 -1.38 -1.62
H 0.202778 2.469029 1.499782 1.33 -0.08 -0.74
H -6.436483 -0.618986 -2.510367 -0.10 1.13 1.20
H 6.804454 -0.029046 0.141978 -0.64 -0.86 -1.25
H 2.040215 0.446594 0.330702 -0.88 0.99 -0.41
H 6.971364 -5.261146 -0.144635 -0.87 -0.54 -0.96
H 2.823852 -1.082120 -3.149230 -0.26 0.90 1.26
H -2.284711 1.278424 -4.691061 1.18 -0.60 0.62
H -4.165893 1.344435 -0.968141 -0.21 0.16 -0.16
F -0.655297 0.288240 3.396651 0.84 -2.05 1.25
H 3.975542 -2.572605 -0.926338 1.49 -0.56 -0.12
```
Positions in Å, forces in eV/Å.

Computed properties:
Kohn-Sham gap: 0.1809 Ha
energy: -117635.8654 eV
LUMO level: 0.61 eV
HOMO: -4.3 eV
net charge: -1

Löwdin population analysis, charges in e, atoms 1 to 99: atom 1 (S): 0.973, atom 2 (C): -0.194, atom 3 (H): 0.025, atom 4 (H): 0.104, atom 5 (H): 0.071, atom 6 (F): -0.148, atom 7 (P): 0.376, atom 8 (S): 0.639, atom 9 (H): 0.130, atom 10 (C): -0.323, atom 11 (C): -0.191, atom 12 (H): 0.122, atom 13 (C): -0.221, atom 14 (F): -0.165, atom 15 (S): 0.779, atom 16 (C): -0.315, atom 17 (H): 0.101, atom 18 (F): 0.061, atom 19 (H): 0.109, atom 20 (F): 0.084, atom 21 (F): 0.062, atom 22 (C): -1.020, atom 23 (C): -0.176, atom 24 (H): 0.053, atom 25 (H): -0.034, atom 26 (H): 0.073, atom 27 (C): -0.259, atom 28 (H): 0.111, atom 29 (C): -0.354, atom 30 (H): 0.058, atom 31 (C): -0.167, atom 32 (C): -0.222, atom 33 (C): -0.818, atom 34 (C): -0.130, atom 35 (F): 0.091, atom 36 (H): 0.114, atom 37 (C): -0.218, atom 38 (C): -0.297, atom 39 (C): -0.380, atom 40 (H): 0.096, atom 41 (F): -0.149, atom 42 (H): 0.043, atom 43 (N): -0.233, atom 44 (F): 0.033, atom 45 (H): 0.106, atom 46 (C): -0.134, atom 47 (H): 0.065, atom 48 (H): -0.065, atom 49 (H): 0.094, atom 50 (C): -0.187, atom 51 (C): -0.212, atom 52 (H): 0.078, atom 53 (C): -0.204, atom 54 (C): -0.254, atom 55 (C): -0.144, atom 56 (C): -0.209, atom 57 (C): -0.201, atom 58 (C): -0.239, atom 59 (H): 0.081, atom 60 (C): -0.215, atom 61 (H): 0.107, atom 62 (F): 0.097, atom 63 (H): 0.103, atom 64 (F): 0.083, atom 65 (H): 0.112, atom 66 (F): 0.034, atom 67 (H): 0.112, atom 68 (C): -0.282, atom 69 (H): 0.083, atom 70 (H): 0.102, atom 71 (H): 0.083, atom 72 (H): 0.105, atom 73 (H): 0.066, atom 74 (H): 0.059, atom 75 (C): -0.196, atom 76 (H): 0.105, atom 77 (I): 0.655, atom 78 (H): 0.110, atom 79 (H): 0.106, atom 80 (H): 0.079, atom 81 (C): -0.459, atom 82 (H): 0.100, atom 83 (H): 0.091, atom 84 (H): 0.070, atom 85 (H): 0.072, atom 86 (H): 0.074, atom 87 (H): 0.108, atom 88 (H): 0.097, atom 89 (H): 0.113, atom 90 (H): 0.071, atom 91 (F): -0.176, atom 92 (H): 0.092, atom 93 (H): 0.051, atom 94 (H): 0.101, atom 95 (H): 0.087, atom 96 (H): 0.065, atom 97 (H): 0.127, atom 98 (H): 0.073, atom 99 (H): -0.031

---

[2]
Density functional theory data (ωB97M-V with the def2-TZVPD basis set) for C20H18CuN6O3 as an isolated structure.

Structure (XYZ):
```
48
Properties=species:S:1:pos:R:3:forces:R:3
N -0.132209 -1.961994 0.673083 -0.19 -0.22 -0.21
N 1.982132 1.107265 -0.568088 0.22 0.09 -0.01
C -0.056695 -1.435710 4.258872 -0.01 -0.03 0.01
H -1.108963 -4.508078 -3.858348 0.01 0.02 0.00
H -0.153951 -2.462752 4.582120 0.01 0.00 -0.02
N 0.519555 -0.815338 -1.614894 -0.15 -0.16 0.09
H -3.048200 3.719083 -1.334883 0.00 0.02 0.01
H 3.213071 1.163251 -3.670377 -0.01 -0.01 0.01
H 2.749357 2.016476 1.106120 0.02 -0.02 -0.03
C 0.103414 1.080994 3.263512 -0.06 -0.06 0.01
H 0.344141 1.760494 5.285509 -0.01 0.00 -0.02
H 0.122035 2.072839 2.822050 0.04 -0.03 0.01
C -1.869713 2.205918 -0.643297 -0.04 -0.22 -0.08
H 0.198113 -0.562877 6.203774 0.01 0.00 -0.01
C 4.014250 2.367645 -0.604796 -0.04 0.00 0.05
H 4.974338 2.552420 -2.518084 0.00 -0.02 0.00
C 2.120708 0.852496 -1.879872 -0.03 -0.07 0.07
Cu 0.350117 0.032329 0.329578 0.15 0.17 0.00
C 2.909800 1.842915 0.046629 -0.13 0.07 -0.11
C -0.903596 -4.008408 -2.917636 0.00 0.03 0.08
C 3.172382 1.387261 -2.613466 0.06 0.06 -0.07
O 1.234055 -0.276330 -3.783930 0.09 -0.04 0.07
N -3.076324 2.827454 -0.872235 0.02 -0.01 0.01
C 1.176414 -0.169004 -2.542215 0.01 0.06 -0.12
H -1.058564 2.930556 -2.374836 0.00 -0.05 -0.05
C -0.323705 -2.347566 1.912438 0.00 -0.10 0.09
C 4.134039 2.144166 -1.968676 0.00 0.01 -0.04
O -1.741999 1.350646 0.216291 -0.06 0.20 0.07
C -0.120938 -1.180067 2.893388 -0.07 0.05 -0.09
H -5.071814 3.036679 -0.341438 -0.01 0.00 0.00
C -0.914935 -4.002976 -0.504470 -0.01 0.03 -0.02
H -0.132961 -2.214106 -3.843779 0.01 0.00 0.01
C 0.127556 -0.384591 5.136997 0.00 -0.01 0.02
C -0.384573 -2.710733 -0.475450 0.03 0.00 0.06
C -1.174507 -4.643642 -1.716280 0.05 0.08 0.03
C -0.086848 -2.064255 -1.720587 0.00 0.03 -0.07
H -3.964402 2.985670 1.051604 0.00 0.01 0.00
C 0.210042 0.906545 4.633873 -0.03 0.04 -0.04
N -0.046368 0.068981 2.409205 0.20 -0.11 0.27
H -0.033510 1.997397 -1.389940 -0.04 -0.02 -0.01
O -0.625179 -3.448341 2.415692 -0.01 0.06 -0.03
H -1.586270 -5.647231 -1.712931 -0.01 0.01 0.02
C -4.164551 2.583605 0.054822 0.04 0.02 -0.02
C -0.362507 -2.723710 -2.918241 0.01 0.01 0.02
H -4.317314 1.512142 0.156469 0.00 -0.01 -0.02
N -0.832382 2.616262 -1.446261 -0.01 0.14 0.06
H -1.115905 -4.490576 0.438754 0.00 0.01 -0.02
H 4.753361 2.936798 -0.055771 -0.03 0.00 0.00
```
Positions in Å, forces in eV/Å.

Computed properties:
Kohn-Sham gap: 0.2120 Ha
energy: -80758.8414 eV
LUMO level: 2.70 eV
HOMO: -3.1 eV
net charge: -1

How is the electron density shared among the atoms? According to Löwdin, the charges in e are: atom 1 (N): 0.062, atom 2 (N): 0.053, atom 3 (C): -0.013, atom 4 (H): 0.081, atom 5 (H): 0.108, atom 6 (N): 0.067, atom 7 (H): 0.119, atom 8 (H): 0.109, atom 9 (H): 0.105, atom 10 (C): -0.134, atom 11 (H): 0.090, atom 12 (H): 0.106, atom 13 (C): -0.602, atom 14 (H): 0.097, atom 15 (C): -0.081, atom 16 (H): 0.098, atom 17 (C): -0.180, atom 18 (Cu): 0.308, atom 19 (C): -0.124, atom 20 (C): -0.135, atom 21 (C): -0.012, atom 22 (O): -0.034, atom 23 (N): -0.006, atom 24 (C): -0.510, atom 25 (H): 0.097, atom 26 (C): -0.487, atom 27 (C): -0.078, atom 28 (O): 0.040, atom 29 (C): -0.154, atom 30 (H): 0.075, atom 31 (C): -0.033, atom 32 (H): 0.087, atom 33 (C): -0.082, atom 34 (C): -0.188, atom 35 (C): -0.132, atom 36 (C): -0.193, atom 37 (H): 0.081, atom 38 (C): -0.086, atom 39 (N): 0.070, atom 40 (H): 0.056, atom 41 (O): -0.033, atom 42 (H): 0.082, atom 43 (C): -0.094, atom 44 (C): -0.037, atom 45 (H): 0.085, atom 46 (N): 0.174, atom 47 (H): 0.085, atom 48 (H): 0.093